Here is a molecular structure, C23H69AsF6N11O9 from the OMol25 dataset. Energies are from ωB97M-V with the def2-TZVPD basis set.

## Properties
* LUMO energy: 2.02 eV
* energy: -136935.4286 eV
* highest occupied orbital energy: -6.87 eV
* maximum force: 5.0 eV/Å
* Kohn-Sham gap: 0.3268 Ha

The geometry in ORCA input format:
```
! RIJCOSX wB97M-V def2-TZVPD def2/J DEFGRID3
* xyz -1 1
As -0.87521 1.71413 0.82443
F -0.35256 3.45790 0.98913
F 0.40942 1.37461 -0.41487
F -1.39165 0.02486 0.64065
F -2.00647 2.01412 2.12680
F -1.99074 2.21624 -0.47261
F 0.33155 1.14302 2.05222
C -2.27900 6.19580 2.89291
O -2.49542 7.40848 2.96443
N -1.83577 5.54406 3.96685
N -2.59563 5.45265 1.86754
H -1.86326 4.54494 4.11208
H -1.60892 6.11236 4.77040
H -2.53349 4.44752 1.94472
H -2.98316 5.93442 1.06891
C 1.13806 2.37168 5.54181
O 0.79018 3.00591 6.50976
N 2.32240 2.04752 5.13311
N 0.27160 1.98647 4.64873
H 3.08455 2.29666 5.74724
H 2.51148 1.42675 4.35916
H 0.52230 1.34916 3.90637
H -0.68458 2.23480 4.85885
C 1.05104 5.72344 -0.84188
O 1.82304 6.45854 -1.43126
N 0.05680 6.08716 -0.07558
N 1.18897 4.39855 -0.77484
H -0.29023 7.03556 -0.06077
H -0.25542 5.42741 0.62252
H 0.56007 3.84768 -0.20813
H 1.76155 4.04020 -1.52573
C -4.88173 -0.48069 2.00722
C -5.55380 -1.83645 1.85941
C -5.94704 -2.24883 0.40036
O -6.66427 -3.43459 0.60979
C -7.28343 -4.05428 -0.55894
N -4.73695 -2.81896 2.56043
H -5.33705 0.26514 1.35567
H -3.82055 -0.45000 1.76011
H -4.94323 -0.19842 3.05824
H -6.40653 -1.62672 2.50512
H -5.03851 -2.39179 -0.18464
H -6.57845 -1.57462 -0.17831
H -8.04269 -3.33930 -0.87585
H -7.67597 -5.03379 -0.28589
H -6.55371 -4.15738 -1.36203
H -5.06520 -3.77388 2.58245
H -3.76261 -2.71982 2.31360
C 3.66538 -3.98169 -5.06636
C 2.98167 -2.73722 -4.48592
C 3.42430 -2.10054 -3.11082
O 2.58925 -1.08279 -2.50907
C 1.22957 -1.43191 -2.16952
N 3.18905 -1.74989 -5.48964
H 4.71474 -3.71500 -5.19214
H 3.26239 -4.39086 -5.99279
H 3.70949 -4.81639 -4.36676
H 1.92929 -3.01034 -4.56339
H 4.43230 -1.70098 -3.22212
H 3.50035 -2.91842 -2.39430
H 1.14675 -2.30417 -1.52114
H 0.77709 -1.56242 -3.15253
H 0.64025 -0.70119 -1.61557
H 2.43870 -1.07553 -5.44152
H 4.09176 -1.32683 -5.32769
C 0.06742 1.23140 -4.48634
C 1.12617 2.24383 -4.87408
C 0.61597 3.11252 -6.03461
O 0.31117 2.22247 -7.21536
C 0.56695 2.84147 -8.41769
N 1.46931 2.98704 -3.69532
H 0.37066 0.68583 -3.59275
H -0.20935 0.55276 -5.29316
H -0.73199 1.88646 -4.14003
H 2.01139 1.72104 -5.23623
H 1.28402 3.94680 -6.24855
H -0.37312 3.47500 -5.75456
H 1.63626 2.99349 -8.56452
H -0.02910 3.74088 -8.57224
H 0.47868 2.14866 -9.25453
H 1.48657 2.30251 -2.95288
H 0.62002 3.52584 -3.60316
C 4.19982 2.55894 0.36747
C 3.98726 1.99767 1.75625
C 3.31332 0.63086 1.71174
O 3.01873 0.33865 3.10360
C 2.45351 -0.92285 3.19125
N 5.22482 1.74327 2.38904
H 3.29341 2.44653 -0.22740
H 5.05285 2.13941 -0.16583
H 4.39000 3.61633 0.55147
H 3.36924 2.55318 2.46163
H 3.96582 -0.22542 1.54106
H 2.40812 0.66867 1.10569
H 2.96944 -1.44394 3.99771
H 2.67365 -1.67670 2.43536
H 1.36948 -0.96640 3.29654
H 5.80050 1.31520 1.67809
H 5.17345 0.94674 3.00790
C -0.48850 -6.17678 0.94605
C 0.13924 -6.02112 2.35252
C -0.49265 -4.81395 3.13479
O -0.48875 -3.47086 2.67549
C -1.03486 -2.47393 3.61311
N 0.10459 -7.37344 2.93081
H -0.42469 -5.25145 0.37351
H -1.43269 -6.71553 1.02581
H 0.20885 -6.77637 0.36099
H 1.14115 -5.66367 2.11476
H 0.09837 -4.84182 4.05022
H -1.37824 -5.12906 3.68664
H -0.61246 -2.36905 4.61245
H -2.11271 -2.62909 3.66076
H -0.87316 -1.53171 3.08948
H 0.48153 -7.45888 3.86393
H -0.88757 -7.54161 3.01704
O -2.41987 -2.91072 0.69411
H -1.84717 -3.01304 1.45423
H -2.25700 -2.01808 0.38935
*
```

Atomic partial charges in e from the Mulliken method, atoms 1 to 5: 2.176 -0.887 -0.531 -0.464 -0.530